1.
{"formula": "C27H49BF5N3O11P3S2", "method": "ωB97M-V/def2-TZVPD", "species": ["C", "C", "O", "C", "C", "C", "C", "P", "S", "C", "C", "C", "C", "C", "F", "F", "C", "F", "F", "F", "C", "C", "O", "C", "C", "C", "C", "C", "C", "N", "C", "S", "N", "B", "N", "O", "H", "H", "H", "H", "H", "H", "H", "H", "H", "H", "H", "H", "H", "H", "H", "H", "H", "H", "H", "H", "H", "H", "H", "H", "H", "H", "H", "H", "H", "H", "H", "C", "O", "P", "O", "O", "C", "O", "C", "H", "H", "H", "H", "H", "H", "H", "H", "H", "C", "O", "P", "O", "O", "C", "O", "C", "H", "H", "H", "H", "H", "H", "H", "H", "H"], "positions_angstrom": [[1.739, -3.786, 1.140], [1.654, -4.358, -0.314], [2.578, -3.818, -1.255], [2.722, -2.409, -1.204], [1.402, -1.590, -1.397], [1.507, -0.058, -1.082], [0.939, 0.531, 0.261], [1.642, -0.048, 1.883], [3.545, -0.453, 1.870], [1.073, 2.106, -0.126], [0.961, 3.180, 1.011], [-0.518, 3.356, 1.564], [-0.923, 2.280, 2.623], [-2.342, 2.449, 3.240], [-2.261, 1.951, 4.534], [-3.199, 1.619, 2.565], [-2.854, 3.922, 3.359], [-3.284, 4.393, 2.167], [-1.951, 4.717, 3.961], [-3.956, 3.896, 4.174], [2.384, 2.127, -1.019], [3.591, 2.979, -0.440], [3.957, 2.613, 0.881], [5.338, 2.414, 1.023], [6.055, 1.258, 0.573], [7.460, 1.108, 0.790], [8.195, 2.130, 1.474], [7.500, 3.313, 1.895], [6.095, 3.451, 1.671], [2.232, 2.733, -2.380], [1.510, 3.733, -2.421], [0.308, 4.748, -2.598], [2.761, 0.684, -1.354], [3.377, 0.656, -2.748], [4.760, 1.107, -2.981], [2.675, 0.145, -3.846], [1.383, -4.499, 1.910], [2.746, -3.364, 1.361], [1.042, -2.907, 1.185], [0.593, -4.258, -0.671], [1.839, -5.454, -0.251], [3.321, -2.091, -0.310], [3.378, -2.149, -2.080], [1.141, -1.666, -2.483], [0.519, -1.980, -0.848], [0.793, 0.383, -1.828], [-0.166, 0.383, 0.318], [0.886, -1.139, 2.415], [1.445, 1.014, 2.816], [0.102, 2.240, -0.669], [1.310, 4.174, 0.638], [1.625, 2.904, 1.862], [-1.205, 3.228, 0.690], [-0.582, 4.397, 1.956], [-0.883, 1.263, 2.161], [-0.164, 2.248, 3.443], [3.242, 4.045, -0.394], [4.455, 2.982, -1.146], [5.462, 0.465, 0.072], [7.933, 0.170, 0.441], [9.270, 1.954, 1.647], [8.093, 4.100, 2.402], [5.619, 4.389, 2.026], [3.558, 0.515, -0.706], [4.744, 2.090, -3.253], [5.217, 0.524, -3.678], [2.546, 0.861, -4.489], [-3.764, -2.718, -6.156], [-2.907, -3.466, -5.302], [-1.243, -3.186, -5.415], [-1.344, -1.685, -5.548], [-1.170, -3.949, -6.860], [-1.672, -5.294, -6.938], [0.436, -3.260, -5.278], [1.223, -2.166, -5.715], [-4.719, -3.244, -6.201], [-3.936, -1.725, -5.743], [-3.356, -2.643, -7.165], [-2.605, -5.290, -7.505], [-1.864, -5.719, -5.953], [-0.946, -5.916, -7.460], [1.087, -1.308, -5.059], [0.981, -1.911, -6.748], [2.270, -2.469, -5.661], [-5.076, 0.500, 4.704], [-5.636, -0.432, 5.619], [-6.926, -1.385, 5.076], [-6.357, -1.652, 3.705], [-7.939, -0.097, 5.104], [-8.061, 0.635, 6.333], [-8.240, -2.431, 4.960], [-8.681, -2.870, 3.685], [-4.520, 1.237, 5.284], [-4.384, -0.003, 4.032], [-5.852, 1.015, 4.135], [-7.573, 1.604, 6.217], [-7.604, 0.111, 7.172], [-9.117, 0.797, 6.548], [-7.956, -3.547, 3.235], [-8.871, -2.016, 3.034], [-9.611, -3.420, 3.835]], "lowdin_charge": [-0.0792, -0.2502, -0.1351, -0.2180, -0.0718, -0.2294, -0.3276, 0.4777, 0.3031, -0.1819, -0.1426, -0.1467, -0.0844, -0.3799, 0.0825, 0.1095, -0.4946, 0.1623, 0.1727, 0.1387, -0.2694, -0.1007, -0.1101, -0.2823, -0.0686, -0.0616, -0.0700, -0.0662, 0.0006, 0.0924, -0.6907, 0.8503, 0.1318, -0.6024, 0.1891, 0.1458, 0.0885, 0.0587, 0.0301, 0.1183, 0.1253, 0.0656, 0.1346, 0.1223, 0.1218, 0.1713, 0.1254, -0.0008, -0.0167, 0.1372, 0.1186, 0.1025, 0.1259, 0.1217, 0.1009, 0.1251, 0.1453, 0.1423, 0.0622, 0.1108, 0.1065, 0.1097, 0.1196, 0.1272, 0.0893, 0.0961, 0.1326, -0.1210, -0.3126, 0.7001, -0.2805, -0.2472, -0.0993, -0.2856, -0.1357, 0.0949, 0.0841, 0.0906, 0.0907, 0.0827, 0.0911, 0.0522, 0.0972, 0.0947, -0.1423, -0.3051, 0.7057, -0.2773, -0.2496, -0.1044, -0.2828, -0.1272, 0.0809, 0.0724, 0.0947, 0.0876, 0.0823, 0.0901, 0.0834, 0.0923, 0.0916], "e_tot_ha": -4394.3896, "total_charge": 1, "homo_energy_ev": -11.1280}

=====

2.
{"formula": "C27H49BN6PdSb", "method": "ωB97M-V/def2-TZVPD", "species": ["Pd", "C", "C", "C", "C", "N", "N", "B", "N", "N", "C", "C", "C", "C", "C", "C", "C", "C", "N", "N", "C", "C", "C", "C", "C", "C", "C", "C", "C", "C", "C", "C", "H", "H", "H", "H", "H", "H", "H", "H", "H", "H", "H", "H", "H", "H", "H", "H", "H", "H", "H", "H", "H", "H", "H", "H", "H", "H", "H", "H", "H", "H", "H", "H", "H", "H", "H", "H", "H", "H", "H", "H", "C", "Sb", "C", "C", "H", "H", "H", "H", "H", "H", "H", "H", "H"], "positions_angstrom": [[0.833, 0.733, 0.346], [-4.604, -1.789, -0.066], [-3.700, -0.718, 0.450], [-3.990, 0.245, 1.392], [-2.812, 1.014, 1.495], [-1.880, 0.529, 0.691], [-2.420, -0.535, 0.054], [-1.722, -1.229, -1.146], [-1.198, -0.158, -2.130], [-0.213, 0.705, -1.791], [-0.005, 1.491, -2.837], [-0.872, 1.133, -3.886], [-1.615, 0.080, -3.390], [-2.694, -0.703, -4.064], [1.038, 2.587, -2.791], [0.684, 3.583, -1.682], [1.083, 3.315, -4.134], [2.412, 1.972, -2.498], [-0.592, -2.229, -0.801], [0.675, -1.829, -0.547], [1.428, -2.914, -0.537], [0.638, -4.059, -0.775], [-0.638, -3.573, -0.955], [-1.872, -4.355, -1.268], [2.918, -2.852, -0.294], [3.462, -1.463, -0.620], [3.628, -3.877, -1.185], [3.196, -3.196, 1.176], [-2.561, 2.210, 2.390], [-3.859, 3.006, 2.557], [-1.487, 3.124, 1.797], [-2.103, 1.711, 3.767], [-5.528, -1.782, 0.513], [-4.157, -2.779, 0.020], [-4.858, -1.638, -1.117], [-4.931, 0.376, 1.902], [-2.575, -1.874, -1.695], [-0.956, 1.571, -4.867], [-2.833, -0.326, -5.078], [-3.643, -0.619, -3.533], [-2.445, -1.764, -4.122], [-0.303, 4.020, -1.855], [1.423, 4.389, -1.644], [0.670, 3.078, -0.711], [0.120, 3.775, -4.366], [1.338, 2.630, -4.946], [1.838, 4.104, -4.104], [2.407, 1.477, -1.521], [3.182, 2.750, -2.489], [2.674, 1.229, -3.256], [0.943, -5.092, -0.832], [-1.636, -5.419, -1.232], [-2.262, -4.123, -2.260], [-2.670, -4.161, -0.551], [3.347, -1.247, -1.685], [4.524, -1.407, -0.363], [2.920, -0.683, -0.081], [3.471, -3.644, -2.240], [3.264, -4.891, -1.003], [4.703, -3.864, -0.986], [2.644, -2.520, 1.832], [4.263, -3.104, 1.401], [2.881, -4.217, 1.402], [-4.216, 3.367, 1.590], [-3.686, 3.870, 3.204], [-4.648, 2.401, 3.009], [-1.881, 3.676, 0.940], [-0.625, 2.551, 1.449], [-1.152, 3.846, 2.549], [-2.864, 1.074, 4.224], [-1.902, 2.551, 4.438], [-1.189, 1.122, 3.661], [4.028, 0.317, 2.538], [1.922, 0.784, 2.491], [2.134, 2.455, 3.838], [1.421, -0.610, 4.052], [4.453, 0.579, 3.510], [4.535, 0.877, 1.753], [4.177, -0.747, 2.355], [2.670, 2.139, 4.735], [1.154, 2.845, 4.118], [2.695, 3.246, 3.340], [2.157, -0.537, 4.855], [1.409, -1.624, 3.654], [0.431, -0.387, 4.449]], "lowdin_charge": [0.0500, -0.0355, -0.2873, 0.0058, -0.2643, 0.1181, 0.0277, -0.4950, 0.0348, 0.0865, -0.2590, 0.0128, -0.2794, -0.0361, -0.5562, -0.0604, -0.0760, -0.0618, 0.0287, 0.1178, -0.2668, 0.0071, -0.2849, -0.0356, -0.5476, -0.0764, -0.0635, -0.0493, -0.5499, -0.0676, -0.0716, -0.0483, 0.0727, 0.0564, 0.0734, 0.0942, 0.0998, 0.0942, 0.0715, 0.0735, 0.0739, 0.0844, 0.0788, 0.0345, 0.0794, 0.0801, 0.0769, 0.0345, 0.0785, 0.0837, 0.0951, 0.0727, 0.0739, 0.0585, 0.0825, 0.0824, 0.0030, 0.0854, 0.0682, 0.0786, 0.0587, 0.0778, 0.0814, 0.0846, 0.0787, 0.0689, 0.0819, 0.0041, 0.0785, 0.0822, 0.0779, 0.0556, -0.3337, 1.2174, -0.3379, -0.3260, -0.0069, -0.0045, -0.0266, -0.0083, -0.0199, -0.0069, -0.0016, -0.0152, -0.0184], "de_lowest_ev": 0.0000, "e_tot_ha": -1779.8855, "total_charge": -1, "homo_energy_ev": -3.2047}

=====

Question: What is the formula in the first record?
Answer: C27H49BF5N3O11P3S2